[1]
{
  "formula": "BrH16O8",
  "method": "the ωB97M-V functional and the def2-TZVPD basis",
  "species": ["Br", "O", "H", "H", "O", "H", "H", "O", "H", "H", "O", "H", "H", "O", "H", "H", "O", "H", "H", "O", "H", "H", "O", "H", "H"],
  "xyz": [[-0.421, -0.460, -0.243], [2.230, 0.249, 1.617], [2.767, -0.585, 1.854], [1.460, 0.172, 1.046], [-1.704, 2.559, -1.100], [-0.888, 3.018, -0.726], [-1.353, 1.587, -1.050], [-0.220, 1.783, 2.219], [-0.211, 1.242, 1.495], [0.425, 1.159, 2.821], [-3.556, -1.045, -1.120], [-4.139, -0.189, -1.176], [-2.618, -0.750, -0.905], [-1.857, -1.443, 2.710], [-1.767, -0.925, 1.888], [-1.502, -2.296, 2.421], [2.539, 0.797, -0.585], [1.779, 0.749, -1.161], [2.436, 0.559, 0.344], [0.625, 0.487, -2.495], [-0.013, -0.097, -1.842], [0.515, -0.110, -3.118], [2.070, -2.324, -0.661], [1.055, -2.118, -0.690], [2.349, -2.019, -1.545]],
  "homo_lumo_gap_ev": 9.606,
  "de_lowest_kcal_mol": 88.15,
  "total_charge": -1,
  "e_homo_ev": -6.5
}


[2]
{
  "formula": "BrH2IO2Si",
  "method": "the ωB97M-V functional and the def2-TZVPD basis",
  "species": ["O", "O", "Si", "Br", "I", "H", "H"],
  "xyz": [[-0.017, 1.679, -2.836], [-0.093, -0.176, -0.741], [-0.742, 0.717, -1.905], [-2.898, 0.725, -1.460], [2.030, -1.640, 2.735], [2.190, -0.874, 4.087], [-0.469, -0.431, 0.120]],
  "s_squared": 2.01,
  "spin_multiplicity": 3,
  "homo_lumo_gap_ev": [6.664, 5.766],
  "de_lowest_kcal_mol": 61.53,
  "e_homo_ev": [-6.3, -10.3]
}


[3]
{
  "formula": "BrH2N2O3S",
  "method": "the ωB97M-V functional and the def2-TZVPD basis",
  "species": ["N", "N", "O", "O", "O", "S", "Br", "H", "H"],
  "xyz": [[1.926, 0.479, -0.131], [-1.884, 0.804, -0.074], [-0.371, -0.583, 1.474], [-0.423, -1.072, -0.943], [0.629, 1.099, -0.169], [-0.563, -0.080, 0.135], [-3.254, -0.357, 0.065], [2.221, -0.128, -0.979], [1.719, -0.161, 0.621]],
  "homo_lumo_gap_ev": 7.442,
  "de_lowest_kcal_mol": 112.35,
  "total_charge": -1,
  "e_homo_ev": -3.9
}


[4]
{
  "formula": "BrH2NO",
  "method": "the ωB97M-V functional and the def2-TZVPD basis",
  "species": ["N", "O", "Br", "H", "H"],
  "xyz": [[-0.289, 0.088, 0.529], [-1.863, 1.043, -0.955], [-3.300, 1.283, -0.126], [0.087, 1.059, 0.285], [0.137, -0.486, -0.339]],
  "homo_lumo_gap_ev": [6.539, 6.534],
  "de_lowest_kcal_mol": 73.04,
  "e_homo_ev": [-9.5, -9.5]
}


[5]
{
  "formula": "BrH2NO2P",
  "method": "the ωB97M-V functional and the def2-TZVPD basis",
  "species": ["N", "O", "O", "P", "Br", "H", "H"],
  "xyz": [[-1.886, -0.181, 0.222], [1.483, 1.302, 1.245], [1.093, 1.125, -1.388], [0.964, 0.649, 0.015], [1.812, -1.483, 0.016], [-2.259, -0.545, -0.648], [-1.206, -0.867, 0.538]],
  "homo_lumo_gap_ev": [6.563, 6.568],
  "de_lowest_kcal_mol": 83.65,
  "total_charge": -1,
  "e_homo_ev": [-4.0, -4.0]
}


[6]
{
  "formula": "BrH2NOS",
  "method": "the ωB97M-V functional and the def2-TZVPD basis",
  "species": ["N", "O", "S", "Br", "H", "H"],
  "xyz": [[0.482, -0.101, -1.595], [-0.632, -0.976, 3.051], [0.013, 0.217, 2.509], [-0.469, 0.464, 0.372], [-0.234, -0.306, -2.387], [0.839, 0.702, -1.950]],
  "homo_lumo_gap_ev": [7.260, 7.572],
  "de_lowest_kcal_mol": 72.92,
  "e_homo_ev": [-8.9, -9.1]
}


[7]
{
  "formula": "BrH2NOS2",
  "method": "the ωB97M-V functional and the def2-TZVPD basis",
  "species": ["N", "O", "S", "S", "Br", "H", "H"],
  "xyz": [[0.489, 0.494, 0.434], [-0.212, -2.039, 0.228], [-2.340, -0.024, 0.174], [-0.615, -0.687, -0.145], [2.235, -0.131, 0.050], [0.248, 0.807, 1.472], [-0.158, -0.436, -1.346]],
  "homo_lumo_gap_ev": 9.460,
  "de_lowest_kcal_mol": 16.07,
  "e_homo_ev": -10.0
}


[8]
{
  "formula": "BrH3N2",
  "method": "the ωB97M-V functional and the def2-TZVPD basis",
  "species": ["N", "N", "Br", "H", "H", "H"],
  "xyz": [[0.388, -0.786, -0.868], [-0.873, 1.021, 0.713], [-0.385, 0.716, 2.261], [0.600, 0.107, -1.352], [0.862, -0.508, 0.111], [-0.592, -0.549, -0.865]],
  "s_squared": 2.01,
  "spin_multiplicity": 3,
  "homo_lumo_gap_ev": [10.338, 9.417],
  "de_lowest_kcal_mol": 0.00,
  "e_homo_ev": [-9.7, -10.2]
}


[9]
{
  "formula": "BrH3NP",
  "method": "the ωB97M-V functional and the def2-TZVPD basis",
  "species": ["N", "P", "Br", "H", "H", "H"],
  "xyz": [[2.577, 0.196, -0.915], [1.825, 0.954, 0.191], [1.012, 2.689, -1.050], [3.344, -0.441, -0.832], [-1.809, 1.429, 1.077], [-1.440, 0.810, 0.897]],
  "smiles": "[H]/N=P/Br.[H][H]",
  "homo_lumo_gap_ev": 8.987,
  "de_lowest_kcal_mol": 33.53,
  "e_homo_ev": -9.8
}


[10]
{
  "formula": "BrH3P2",
  "method": "the ωB97M-V functional and the def2-TZVPD basis",
  "species": ["P", "P", "Br", "H", "H", "H"],
  "xyz": [[0.825, -0.861, 0.115], [-0.386, 0.807, 0.002], [-2.356, -0.064, 0.079], [0.389, -1.154, -1.115], [1.895, -0.269, -0.425], [-0.368, 1.541, 1.344]],
  "smiles": "[PH2]#[PH]Br",
  "homo_lumo_gap_ev": 9.024,
  "de_lowest_kcal_mol": 12.24,
  "e_homo_ev": -8.5
}


[11]
{
  "formula": "BrH6O3Zn2",
  "method": "the ωB97M-V functional and the def2-TZVPD basis",
  "species": ["Zn", "Zn", "Br", "O", "H", "H", "O", "H", "H", "O", "H", "H"],
  "xyz": [[1.449, -1.400, 0.165], [0.563, 1.881, 2.481], [0.732, 0.351, 1.025], [0.583, 1.699, -1.688], [0.114, 1.389, -0.914], [1.411, 2.037, -1.347], [-1.355, -0.080, -0.766], [-1.122, -0.300, 0.136], [-1.475, 0.870, -0.758], [0.048, -2.055, 0.406], [-0.488, -1.541, 1.010], [-0.461, -2.850, 0.250]],
  "homo_lumo_gap_ev": 4.988,
  "de_lowest_kcal_mol": 103.95,
  "total_charge": 3,
  "e_homo_ev": -22.4
}


[12]
{
  "formula": "BrH6P3Si",
  "method": "the ωB97M-V functional and the def2-TZVPD basis",
  "species": ["Si", "P", "P", "P", "Br", "H", "H", "H", "H", "H", "H"],
  "xyz": [[0.232, 0.026, 0.330], [0.694, -0.364, -1.896], [1.027, 2.050, 1.108], [0.623, -1.946, 1.350], [-2.955, -0.364, -0.653], [0.595, 1.007, -2.310], [-0.609, -0.541, -2.108], [0.510, 2.675, -0.183], [0.042, 2.436, 2.017], [-0.549, -2.180, 2.108], [0.389, -2.799, 0.237]],
  "s_squared": 2.01,
  "spin_multiplicity": 3,
  "homo_lumo_gap_ev": [7.188, 5.480],
  "e_homo_ev": [-6.6, -9.3]
}


[13]
{
  "formula": "BrH8LiO4",
  "method": "the ωB97M-V functional and the def2-TZVPD basis",
  "species": ["Li", "Br", "O", "H", "H", "O", "H", "H", "O", "H", "H", "O", "H", "H"],
  "xyz": [[0.158, 0.564, 0.409], [0.558, 2.480, 1.894], [-1.432, 0.383, -2.639], [-0.748, 0.594, -2.047], [-2.072, 0.412, -2.033], [1.442, -0.808, 0.994], [2.311, -0.793, 0.781], [1.330, -1.411, 1.526], [-1.337, -0.626, 1.372], [-1.397, -0.892, 2.264], [-2.081, -1.172, 0.935], [0.805, 0.660, -1.042], [0.803, -0.363, -1.315], [1.659, 0.976, -1.099]],
  "homo_lumo_gap_ev": 7.035,
  "de_lowest_kcal_mol": 63.10,
  "e_homo_ev": -7.7
}


[14]
{
  "formula": "BrH8NSi3",
  "method": "the ωB97M-V functional and the def2-TZVPD basis",
  "species": ["N", "Si", "Si", "Si", "Br", "H", "H", "H", "H", "H", "H", "H", "H"],
  "xyz": [[0.554, 0.293, -0.319], [0.984, 1.897, 0.013], [0.928, -1.324, -0.739], [-2.134, -0.249, 1.058], [-3.755, -0.133, -0.535], [1.098, 2.414, 1.403], [-0.057, 2.646, -0.856], [2.140, 2.236, -0.644], [2.090, -1.761, -1.543], [0.805, -1.936, 0.584], [-0.486, -1.652, -1.314], [-2.129, -1.647, 1.612], [-2.183, 1.067, 1.873]],
  "homo_lumo_gap_ev": [6.204, 6.132],
  "de_lowest_kcal_mol": 111.42,
  "e_homo_ev": [-8.4, -8.3]
}


[15]
{
  "formula": "BrH9Si5",
  "method": "the ωB97M-V functional and the def2-TZVPD basis",
  "species": ["Si", "Si", "Si", "Si", "Si", "Br", "H", "H", "H", "H", "H", "H", "H", "H", "H"],
  "xyz": [[1.121, 1.556, -0.265], [-1.018, 0.807, 0.667], [2.922, 0.063, 0.095], [-2.037, -0.852, -0.719], [-2.994, -2.729, 0.190], [2.085, -2.003, -0.139], [0.884, 1.798, -1.737], [1.551, 2.848, 0.413], [-0.978, -0.052, 1.992], [-1.732, 2.017, 0.899], [3.871, 0.122, -1.066], [3.546, 0.290, 1.477], [-2.411, -0.084, -2.020], [-0.746, -1.386, -1.032], [-4.062, -2.396, 1.246]],
  "homo_lumo_gap_ev": 6.481,
  "de_lowest_kcal_mol": 41.19,
  "e_homo_ev": -8.2
}


[16]
{
  "formula": "BrHN2",
  "method": "the ωB97M-V functional and the def2-TZVPD basis",
  "species": ["N", "N", "Br", "H"],
  "xyz": [[0.614, -0.494, 0.072], [-0.125, 0.465, 0.028], [-2.067, -0.063, 0.009], [1.578, 0.092, -0.109]],
  "smiles": "[H]/N=N/Br",
  "homo_lumo_gap_ev": 9.934,
  "de_lowest_kcal_mol": 72.88,
  "e_homo_ev": -10.2
}


[17]
{
  "formula": "BrHN2",
  "method": "the ωB97M-V functional and the def2-TZVPD basis",
  "species": ["N", "N", "Br", "H"],
  "xyz": [[-0.634, 0.426, -0.075], [0.236, -0.433, 0.006], [2.010, 0.020, -0.049], [-1.612, -0.014, 0.117]],
  "smiles": "[H]/N=N/Br",
  "homo_lumo_gap_ev": 9.827,
  "de_lowest_kcal_mol": 73.15,
  "e_homo_ev": -9.6
}


[18]
{
  "formula": "BrHf",
  "method": "the ωB97M-V functional and the def2-TZVPD basis",
  "species": ["Hf", "Br"],
  "xyz": [[34.465, 15.234, 6.982], [32.371, 15.723, 6.823]],
  "homo_lumo_gap_ev": 9.930,
  "de_lowest_kcal_mol": 5.61,
  "total_charge": 3,
  "e_homo_ev": -30.6
}


[19]
{
  "formula": "BrHgPb",
  "method": "the ωB97M-V functional and the def2-TZVPD basis",
  "species": ["Hg", "Pb", "Br"],
  "xyz": [[0.486, 1.840, -0.893], [-0.844, -0.862, 1.796], [0.358, -0.979, -0.902]],
  "homo_lumo_gap_ev": 7.187,
  "de_lowest_kcal_mol": 16.57,
  "total_charge": 3,
  "e_homo_ev": -25.3
}


[20]
{
  "formula": "BrLi3",
  "method": "the ωB97M-V functional and the def2-TZVPD basis",
  "species": ["Li", "Li", "Li", "Br"],
  "xyz": [[0.922, -0.417, 2.853], [4.048, 0.660, -2.425], [-4.145, -1.856, 0.882], [-0.825, 1.613, -1.310]],
  "homo_lumo_gap_ev": 4.281,
  "de_lowest_kcal_mol": 50.12,
  "total_charge": 2,
  "e_homo_ev": -12.2
}


Result set for E: -86682.819, -90145.992, -90030.996, -73606.148, -84950.287, -84443.882, -95280.238, -73067.164, -80869.038, -88667.822, -173076.633, -105879.971, -78567.718, -95292.059, -109573.197, -73036.605, -73036.593, -71304.433, -79427.175, -70641.004 eV, one per record in the order listed.